Entry 1:
{
  "formula": "C27H48ClN5OPRh",
  "method": "ωB97M-V/def2-TZVPD",
  "elements": ["Rh", "C", "O", "H", "H", "H", "N", "P", "N", "C", "C", "C", "C", "C", "N", "C", "C", "C", "C", "C", "N", "C", "C", "C", "C", "C", "H", "H", "H", "H", "H", "H", "H", "H", "H", "H", "H", "H", "H", "H", "H", "H", "H", "H", "H", "H", "H", "H", "H", "H", "H", "H", "H", "H", "H", "H", "Cl", "C", "C", "C", "C", "C", "C", "C", "H", "H", "H", "H", "H", "H", "C", "C", "C", "C", "N", "H", "H", "H", "H", "H", "H", "H", "H", "H"],
  "xyz": [[0.561, 1.537, 0.138], [1.545, 1.286, 3.175], [1.918, 1.108, 1.879], [0.534, 0.897, 3.431], [1.520, 2.358, 3.486], [2.234, 0.786, 3.899], [0.040, -0.511, -0.257], [-0.606, -1.568, 0.635], [-0.876, -3.093, -0.167], [0.323, -3.622, -0.807], [0.522, -3.095, -2.225], [-0.712, -3.355, -3.081], [-1.942, -2.773, -2.389], [-2.048, -3.358, -0.979], [0.209, -2.165, 1.997], [1.638, -1.883, 2.156], [2.059, -2.248, 3.573], [1.929, -3.761, 3.819], [0.787, -4.346, 2.972], [-0.301, -3.299, 2.756], [-2.186, -1.284, 1.292], [-3.117, -0.547, 0.426], [-3.063, 0.968, 0.556], [-3.196, 1.405, 2.008], [-2.148, 0.676, 2.836], [-2.318, -0.833, 2.674], [0.251, -4.725, -0.815], [1.186, -3.352, -0.195], [1.411, -3.552, -2.674], [0.687, -2.019, -2.127], [-0.854, -4.440, -3.201], [-0.588, -2.934, -4.083], [-2.854, -2.976, -2.962], [-1.817, -1.689, -2.305], [-2.155, -4.454, -1.068], [-2.929, -3.004, -0.450], [1.839, -0.823, 1.956], [2.238, -2.476, 1.444], [1.428, -1.689, 4.270], [3.084, -1.911, 3.742], [1.750, -3.962, 4.881], [2.869, -4.260, 3.561], [0.362, -5.235, 3.447], [1.163, -4.655, 1.994], [-0.664, -2.979, 3.749], [-1.154, -3.721, 2.226], [-4.134, -0.909, 0.662], [-2.913, -0.802, -0.611], [-3.858, 1.407, -0.060], [-2.106, 1.317, 0.160], [-4.195, 1.138, 2.387], [-3.088, 2.489, 2.092], [-2.208, 0.953, 3.894], [-1.150, 0.951, 2.478], [-3.328, -1.116, 3.020], [-1.598, -1.365, 3.293], [1.852, -0.123, -3.553], [2.538, 1.464, -3.326], [2.846, 2.181, -4.471], [3.403, 3.450, -4.385], [3.655, 3.975, -3.116], [3.338, 3.247, -1.989], [2.738, 1.963, -2.027], [2.434, 1.290, -0.772], [2.637, 1.729, -5.433], [3.628, 4.014, -5.283], [4.093, 4.962, -3.007], [3.525, 3.669, -1.007], [3.072, 1.683, 0.019], [2.480, 0.202, -0.839], [0.069, 5.145, -1.237], [-0.747, 3.859, -1.388], [-2.236, 4.198, -1.212], [-0.523, 3.240, -2.768], [-0.390, 2.919, -0.342], [-0.242, 5.897, -1.970], [1.132, 4.942, -1.374], [-0.072, 5.551, -0.231], [-2.558, 4.969, -1.921], [-2.413, 4.554, -0.194], [-2.846, 3.305, -1.363], [-0.849, 3.916, -3.568], [-1.078, 2.302, -2.841], [0.530, 3.011, -2.914]],
  "spin_multiplicity": 1,
  "energy_ev": -63093.29988,
  "homo_energy_ev": 0.28,
  "de_lowest_kcal_mol": 0.49,
  "homo_lumo_gap_ev": 4.6,
  "charge": -2
}

=====

Entry 2:
{
  "formula": "C27H48N2O11P2S",
  "method": "ωB97M-V/def2-TZVPD",
  "elements": ["C", "C", "C", "C", "C", "C", "O", "C", "C", "C", "N", "S", "N", "C", "C", "C", "C", "O", "C", "C", "O", "H", "H", "H", "H", "H", "H", "H", "H", "H", "H", "H", "H", "H", "H", "H", "H", "H", "H", "O", "P", "O", "C", "C", "O", "C", "C", "O", "C", "C", "H", "H", "H", "H", "H", "H", "H", "H", "H", "H", "H", "H", "H", "H", "H", "O", "P", "O", "C", "C", "O", "C", "C", "O", "C", "C", "H", "H", "H", "H", "H", "H", "H", "H", "H", "H", "H", "H", "H", "H", "H"],
  "xyz": [[-0.529, 2.966, -0.906], [-1.005, 1.694, -1.108], [-1.422, 0.898, 0.141], [-1.370, -0.627, -0.009], [-2.678, -1.346, -0.028], [-4.049, -0.587, 0.053], [-4.980, -1.302, -0.761], [-4.809, -1.017, -2.136], [-2.780, -2.710, -0.124], [-1.603, -3.557, -0.209], [-1.515, -4.868, -0.276], [0.102, -5.209, -0.328], [0.666, -3.687, -0.296], [-0.325, -2.794, -0.215], [-0.200, -1.350, -0.126], [1.164, -0.649, -0.156], [2.210, -1.343, -1.093], [2.793, -0.359, -1.979], [4.035, -0.731, -2.433], [4.365, -2.163, -2.897], [4.886, 0.124, -2.505], [0.370, 3.031, -0.262], [-1.015, 3.873, -1.288], [-1.110, 1.278, -2.130], [-0.695, 1.176, 0.943], [-2.394, 1.293, 0.466], [-4.340, -0.551, 1.114], [-3.925, 0.413, -0.408], [-5.206, -1.890, -2.691], [-5.374, -0.123, -2.476], [-3.753, -0.889, -2.448], [-3.761, -3.199, -0.111], [0.994, 0.353, -0.606], [1.588, -0.508, 0.856], [2.982, -1.772, -0.421], [1.771, -2.147, -1.703], [5.385, -2.133, -3.316], [3.705, -2.508, -3.718], [4.386, -2.877, -2.056], [-6.827, 2.298, 1.099], [-8.034, 2.446, 0.213], [-8.304, 4.053, 0.431], [-7.443, 4.988, -0.215], [-7.822, 5.174, -1.674], [-9.139, 1.877, 1.306], [-8.774, 0.878, 2.259], [-8.548, 1.507, 3.618], [-9.253, 2.433, -0.920], [-9.684, 1.154, -1.435], [-11.006, 0.752, -0.810], [-6.400, 4.670, -0.121], [-7.550, 5.935, 0.315], [-7.638, 4.260, -2.243], [-7.241, 5.981, -2.125], [-8.883, 5.404, -1.769], [-7.898, 0.318, 1.929], [-9.603, 0.168, 2.321], [-7.786, 2.286, 3.575], [-8.236, 0.756, 4.346], [-9.465, 1.980, 3.974], [-8.921, 0.389, -1.271], [-9.812, 1.273, -2.512], [-10.860, 0.344, 0.188], [-11.495, -0.018, -1.410], [-11.670, 1.612, -0.713], [11.324, -0.699, 1.989], [9.865, -0.866, 1.693], [9.612, -2.407, 2.192], [9.594, -2.680, 3.591], [8.256, -2.315, 4.210], [9.986, -1.133, 0.068], [11.059, -0.567, -0.685], [12.110, -1.618, -0.973], [8.234, -0.642, 1.490], [7.793, 0.582, 0.858], [7.380, 0.319, -0.577], [10.412, -2.152, 4.091], [9.770, -3.751, 3.706], [8.098, -1.234, 4.184], [8.208, -2.644, 5.250], [7.437, -2.773, 3.654], [11.488, 0.296, -0.175], [10.639, -0.205, -1.628], [12.488, -2.066, -0.053], [12.951, -1.187, -1.520], [11.683, -2.427, -1.568], [8.569, 1.351, 0.911], [6.932, 0.938, 1.425], [8.250, 0.252, -1.229], [6.754, 1.129, -0.951], [6.839, -0.623, -0.664]],
  "spin_multiplicity": 1,
  "energy_ev": -83689.24002,
  "homo_energy_ev": -8.50,
  "homo_lumo_gap_ev": 7.4,
  "charge": 0
}

=====

Entry 3:
{
  "formula": "C27H48N3O10PS3",
  "method": "ωB97M-V/def2-TZVPD",
  "elements": ["C", "O", "P", "O", "O", "C", "O", "C", "H", "H", "H", "H", "H", "H", "H", "H", "H", "O", "S", "O", "C", "C", "C", "C", "H", "H", "H", "H", "H", "H", "H", "H", "O", "S", "O", "C", "C", "C", "C", "H", "H", "H", "H", "H", "H", "H", "H", "O", "S", "O", "C", "C", "C", "C", "H", "H", "H", "H", "H", "H", "H", "H", "C", "C", "C", "N", "C", "H", "H", "H", "H", "H", "C", "C", "C", "N", "C", "H", "H", "H", "H", "H", "C", "C", "C", "N", "C", "H", "H", "H", "H", "H"],
  "xyz": [[-23.864, -0.853, 10.395], [-23.954, -0.477, 9.045], [-22.845, 0.378, 8.311], [-21.455, -0.039, 8.574], [-23.254, 0.309, 6.785], [-24.637, 0.391, 6.453], [-23.100, 1.904, 8.745], [-21.978, 2.821, 8.646], [-24.616, -1.621, 10.553], [-24.052, -0.071, 11.149], [-22.830, -1.038, 10.706], [-24.744, 0.939, 5.504], [-25.170, 1.082, 7.112], [-25.037, -0.597, 6.234], [-22.135, 3.413, 7.748], [-21.034, 2.282, 8.590], [-22.001, 3.442, 9.538], [-20.754, -1.243, 11.843], [-20.101, -0.503, 12.908], [-18.844, -0.887, 13.498], [-19.957, 1.170, 12.226], [-21.069, 2.038, 12.889], [-22.066, 1.054, 13.572], [-21.373, -0.147, 14.140], [-20.136, 1.190, 11.153], [-19.026, 1.661, 12.505], [-20.673, 2.746, 13.616], [-21.718, 2.571, 12.196], [-22.631, 0.739, 12.684], [-22.845, 1.510, 14.181], [-21.908, -1.073, 14.329], [-20.779, 0.133, 15.017], [-18.073, 3.010, 14.392], [-18.225, 4.164, 15.273], [-19.600, 4.552, 15.479], [-17.140, 3.973, 16.714], [-15.809, 4.606, 16.334], [-16.050, 5.727, 15.316], [-17.277, 5.480, 14.447], [-17.206, 2.953, 17.092], [-17.649, 4.483, 17.541], [-15.236, 4.893, 17.223], [-15.026, 3.919, 15.992], [-15.172, 5.840, 14.678], [-16.103, 6.684, 15.837], [-17.187, 5.311, 13.380], [-17.993, 6.299, 14.562], [-12.895, -0.920, 17.309], [-13.968, -0.318, 16.542], [-13.914, 1.108, 16.208], [-14.236, -1.436, 15.162], [-15.562, -2.152, 15.309], [-15.989, -2.092, 16.811], [-15.529, -0.716, 17.350], [-13.482, -2.226, 15.219], [-13.950, -0.898, 14.257], [-16.259, -1.652, 14.626], [-15.571, -3.170, 14.924], [-15.428, -2.883, 17.301], [-17.071, -2.055, 16.885], [-15.558, -0.613, 18.429], [-16.199, 0.022, 16.897], [-16.890, 1.906, 8.211], [-17.933, 0.984, 7.934], [-18.107, 0.324, 9.128], [-17.283, 0.840, 10.082], [-16.472, 1.804, 9.519], [-16.603, 2.647, 7.476], [-18.231, 0.898, 6.905], [-18.829, -0.418, 9.440], [-17.297, 0.588, 11.054], [-15.759, 2.430, 10.026], [-20.139, 5.308, 11.163], [-19.822, 5.772, 9.900], [-19.068, 4.820, 9.238], [-18.847, 3.820, 10.124], [-19.457, 4.102, 11.320], [-20.673, 5.801, 11.958], [-20.117, 6.735, 9.507], [-18.443, 4.810, 8.357], [-18.303, 2.975, 10.010], [-19.312, 3.436, 12.158], [-25.821, 2.172, 10.433], [-24.980, 2.871, 11.318], [-25.301, 2.471, 12.594], [-26.215, 1.461, 12.492], [-26.465, 1.201, 11.168], [-25.748, 2.293, 9.364], [-24.214, 3.590, 11.076], [-24.882, 2.714, 13.556], [-26.781, 1.011, 13.187], [-27.105, 0.413, 10.807]],
  "spin_multiplicity": 1,
  "energy_ev": -95516.06116,
  "homo_energy_ev": -8.00,
  "de_lowest_kcal_mol": 0.00,
  "homo_lumo_gap_ev": 8.3,
  "smiles": "COP(=O)(OC)OC.O=S1(=O)CCCC1.O=S1(=O)CCCC1.O=S1(=O)CCCC1.c1cc[nH]c1.c1cc[nH]c1.c1cc[nH]c1",
  "charge": 0
}

=====

Entry 4:
{
  "formula": "C27H48N6O8PS3",
  "method": "ωB97M-V/def2-TZVPD",
  "elements": ["C", "C", "C", "O", "C", "C", "C", "C", "C", "C", "O", "C", "C", "O", "C", "C", "C", "C", "S", "C", "S", "N", "C", "C", "N", "C", "C", "O", "C", "C", "O", "C", "C", "N", "P", "N", "C", "S", "C", "O", "O", "H", "H", "H", "H", "H", "H", "H", "H", "H", "H", "H", "H", "H", "H", "H", "H", "H", "H", "H", "H", "H", "H", "H", "H", "H", "H", "H", "H", "H", "H", "H", "H", "H", "H", "H", "H", "H", "H", "H", "H", "H", "H", "H", "H", "C", "O", "N", "N", "H", "H", "H", "H"],
  "xyz": [[3.112, 3.474, 2.198], [2.206, 3.056, 1.531], [1.114, 2.537, 0.696], [1.409, 1.198, 0.306], [0.322, 0.705, -0.476], [0.701, -0.381, -1.509], [2.224, -0.276, -1.827], [3.114, -1.104, -0.889], [4.582, -1.180, -1.353], [5.261, 0.194, -1.378], [6.698, 0.152, -1.335], [7.266, -0.874, -2.052], [7.124, -0.929, -3.571], [7.920, -1.700, -1.482], [-0.845, 0.363, 0.487], [-0.965, -1.109, 0.936], [0.329, -1.822, 1.363], [-0.031, -3.304, 1.696], [-0.265, -4.226, 0.146], [0.503, -5.848, 0.420], [2.102, -5.992, 0.441], [-0.394, -6.937, 0.576], [-1.191, -7.280, -0.477], [-1.927, -8.352, 0.006], [-1.572, -8.581, 1.302], [-0.653, -7.733, 1.663], [-2.132, 0.611, -0.381], [-3.274, -0.019, 0.169], [-4.342, 0.896, 0.429], [-5.573, 0.055, 0.885], [-6.734, 0.318, 0.142], [-6.585, -0.067, -1.237], [-7.979, -0.371, -1.811], [-0.969, 1.368, 1.637], [-0.416, 0.797, 3.278], [1.130, 0.749, 3.394], [-0.338, 2.701, 1.276], [-0.561, 4.014, 2.522], [-2.310, 4.031, 2.987], [-0.308, 5.243, 1.836], [0.202, 3.859, 3.726], [4.011, 3.937, 2.554], [1.130, 3.115, -0.239], [-0.026, 1.564, -1.088], [0.208, -0.125, -2.457], [0.398, -1.402, -1.269], [2.537, 0.770, -1.923], [2.331, -0.708, -2.837], [3.115, -0.629, 0.106], [2.746, -2.131, -0.761], [5.116, -1.786, -0.603], [4.649, -1.714, -2.308], [4.943, 0.819, -0.534], [4.971, 0.746, -2.292], [7.840, -1.637, -3.987], [6.107, -1.226, -3.855], [7.282, 0.078, -3.982], [-1.387, -1.656, 0.081], [-1.722, -1.219, 1.724], [1.109, -1.878, 0.604], [0.796, -1.431, 2.279], [0.838, -3.701, 2.240], [-0.895, -3.356, 2.372], [-1.215, -6.826, -1.458], [-2.677, -8.925, -0.523], [-0.156, -7.620, 2.616], [-2.306, 1.682, -0.576], [-1.943, 0.149, -1.363], [-4.577, 1.522, -0.442], [-4.072, 1.586, 1.258], [-5.295, -1.010, 0.796], [-5.755, 0.260, 1.945], [-5.867, -0.892, -1.349], [-6.190, 0.824, -1.757], [-8.682, 0.293, -1.297], [-8.226, -1.419, -1.624], [-7.950, -0.156, -2.884], [-1.974, 1.575, 1.727], [-1.026, 1.702, 4.178], [-0.937, -0.473, 3.576], [1.418, 1.428, 4.101], [-0.937, 3.045, 0.418], [-2.595, 3.109, 3.510], [-2.956, 4.203, 2.122], [-2.363, 4.842, 3.723], [1.226, 5.397, -2.011], [0.503, 4.425, -1.801], [2.336, 5.657, -1.267], [0.970, 6.286, -3.004], [2.936, 6.445, -1.424], [2.555, 5.023, -0.519], [0.158, 6.121, -3.571], [1.543, 7.085, -3.196]],
  "spin_multiplicity": 1,
  "energy_ev": -95879.77433,
  "homo_energy_ev": -10.76,
  "homo_lumo_gap_ev": 7.7,
  "charge": 1
}

=====

Entry 5:
{
  "formula": "C27H48NO4S4SiW",
  "method": "ωB97M-V/def2-TZVPD",
  "elements": ["W", "C", "C", "S", "C", "C", "S", "C", "C", "S", "H", "H", "H", "H", "H", "H", "H", "H", "H", "H", "H", "H", "C", "C", "C", "C", "O", "Si", "S", "O", "C", "C", "C", "C", "O", "C", "C", "C", "C", "H", "H", "H", "H", "H", "H", "H", "H", "H", "H", "H", "H", "H", "H", "H", "H", "H", "H", "H", "H", "H", "H", "H", "H", "H", "H", "H", "C", "C", "O", "C", "C", "C", "C", "C", "C", "H", "H", "H", "H", "H", "H", "H", "H", "N", "C", "H"],
  "xyz": [[-0.384, 1.776, -1.993], [-3.047, 2.861, 0.823], [-3.502, 2.435, -0.577], [-2.565, 2.925, -2.067], [-2.252, 4.703, -1.807], [-1.151, 5.093, -0.831], [0.289, 3.985, -0.939], [0.728, 3.694, 0.806], [-0.374, 3.453, 1.837], [-1.579, 2.101, 1.615], [-3.861, 2.588, 1.496], [-2.938, 3.939, 0.900], [-4.490, 2.877, -0.722], [-3.613, 1.356, -0.668], [-3.204, 5.161, -1.533], [-2.013, 5.059, -2.810], [-1.500, 5.113, 0.194], [-0.803, 6.096, -1.073], [1.293, 4.563, 1.144], [1.420, 2.854, 0.754], [-0.965, 4.348, 2.032], [0.115, 3.210, 2.781], [2.977, -1.148, 1.330], [2.718, -1.928, 2.605], [3.155, -1.173, 3.843], [3.298, -3.328, 2.558], [1.233, -2.053, 2.744], [0.158, -2.935, 2.025], [-0.750, 0.627, -0.244], [0.438, -3.484, 0.578], [-0.282, -4.529, -0.231], [-0.366, -5.786, 0.613], [-1.647, -3.968, -0.579], [0.593, -4.718, -1.452], [-1.239, -3.186, 2.693], [-1.710, -3.082, 4.121], [-1.741, -1.607, 4.470], [-0.733, -3.863, 4.977], [-3.088, -3.706, 4.107], [4.049, -1.002, 1.201], [2.500, -0.168, 1.388], [2.598, -1.689, 0.460], [4.233, -1.017, 3.816], [2.916, -1.737, 4.744], [2.666, -0.200, 3.896], [4.386, -3.274, 2.526], [2.967, -3.865, 1.666], [3.023, -3.890, 3.452], [-0.976, -5.621, 1.504], [0.629, -6.125, 0.902], [-0.836, -6.582, 0.036], [-2.248, -3.815, 0.318], [-2.177, -4.672, -1.220], [-1.545, -3.023, -1.116], [1.585, -5.069, -1.167], [0.695, -3.781, -2.001], [0.145, -5.462, -2.110], [-0.739, -1.177, 4.426], [-2.118, -1.480, 5.485], [-2.407, -1.070, 3.793], [0.263, -3.414, 4.953], [-0.678, -4.903, 4.652], [-1.071, -3.857, 6.013], [-3.753, -3.166, 3.433], [-3.513, -3.670, 5.110], [-3.037, -4.750, 3.798], [3.624, 2.206, -3.626], [2.159, 2.432, -3.574], [1.491, 1.829, -2.699], [1.471, 3.323, -4.501], [2.187, 4.189, -5.330], [1.523, 5.042, -6.198], [0.137, 5.030, -6.261], [-0.594, 4.159, -5.455], [0.072, 3.318, -4.588], [3.915, 1.457, -2.895], [4.148, 3.141, -3.412], [3.930, 1.888, -4.624], [3.267, 4.208, -5.293], [2.088, 5.712, -6.830], [-0.379, 5.686, -6.949], [-1.672, 4.121, -5.536], [-0.560, 2.592, -4.056], [-0.999, -0.783, -3.894], [-0.778, 0.128, -3.216], [-1.203, -1.522, -4.540]],
  "spin_multiplicity": 1,
  "energy_ev": -91481.73125,
  "homo_energy_ev": -15.44,
  "de_lowest_kcal_mol": 16.35,
  "homo_lumo_gap_ev": 6.6,
  "charge": 3
}

=====

> What is the charge in the fifth record?

+3

=====

> Look up the charge of the fifth one.

+3

=====

> Which of these has the highest charge?

C27H48NO4S4SiW